[1]
Molecular formula: C9H34O8
Method: DFT, ωB97M-V with the def2-TZVPD basis set

Element x y z (Å)
C (16.184, 8.258, 4.210)
C (15.626, 6.909, 4.452)
C (16.757, 5.867, 4.331)
O (15.204, 6.849, 5.753)
H (17.172, 8.311, 4.667)
H (15.469, 9.018, 4.527)
H (16.412, 8.383, 3.152)
H (14.823, 6.516, 3.828)
H (17.302, 5.962, 3.392)
H (16.527, 4.817, 4.514)
H (17.527, 6.062, 5.076)
H (14.879, 5.989, 6.028)
C (14.060, 0.017, 8.323)
C (13.861, -0.231, 6.820)
C (14.175, -1.703, 6.515)
O (12.550, 0.039, 6.539)
H (13.951, 1.075, 8.562)
H (15.122, -0.186, 8.462)
H (13.491, -0.635, 8.985)
H (14.594, 0.348, 6.258)
H (13.588, -2.461, 7.033)
H (15.211, -1.769, 6.845)
H (14.026, -2.025, 5.484)
H (12.074, -0.772, 6.731)
C (17.263, 1.503, 10.750)
C (18.741, 1.417, 10.483)
C (19.187, 0.451, 9.305)
O (19.202, 2.721, 10.045)
H (16.959, 2.518, 11.006)
H (17.034, 0.807, 11.557)
H (16.786, 1.249, 9.803)
H (19.383, 1.196, 11.335)
H (19.118, -0.624, 9.467)
H (20.142, 0.672, 8.829)
H (18.376, 0.579, 8.588)
H (18.642, 2.994, 9.315)
O (19.762, 3.014, 7.072)
H (18.842, 3.262, 7.169)
H (19.963, 2.521, 7.867)
O (17.596, 4.550, 8.353)
H (18.139, 5.253, 7.996)
H (17.518, 4.756, 9.284)
O (13.097, 4.106, 7.385)
H (12.399, 3.893, 8.004)
H (12.995, 3.468, 6.679)
O (14.759, 6.540, 9.311)
H (15.093, 7.088, 8.601)
H (14.783, 5.650, 8.961)
O (15.761, 2.784, 7.337)
H (16.380, 3.433, 7.674)
H (14.965, 3.283, 7.156)

Force components x, y, z for each atom (eV/Å):
C 0.030 0.467 -1.034
C 1.314 -3.047 -0.522
C 1.080 0.171 -0.300
O -1.069 0.865 2.832
H -0.270 0.356 0.559
H 0.365 0.168 0.099
H -0.311 0.098 -0.168
H -0.230 0.817 -0.657
H -0.214 -0.223 -0.306
H -0.660 0.012 -0.298
H -0.032 0.408 0.283
H -0.034 -0.146 -0.346
C 1.627 0.245 -0.610
C 0.526 -1.964 1.713
C 0.588 0.116 0.039
O -1.948 0.970 -1.354
H -0.329 -0.086 0.051
H 0.168 -0.043 0.595
H -0.223 0.051 -0.240
H -0.477 0.512 -0.174
H -0.190 0.360 0.773
H 0.134 -0.786 -0.392
H 0.464 0.591 -0.321
H -0.304 0.127 -0.052
C 0.324 -0.716 -0.155
C 2.402 0.304 -1.518
C -1.870 0.019 0.423
O 0.164 -0.102 0.436
H 0.168 -0.108 0.286
H -0.574 0.013 -0.189
H -0.562 -0.166 0.226
H -0.400 0.114 0.317
H 0.250 -0.038 0.662
H -0.026 0.194 0.442
H 0.203 0.242 -0.656
H -0.148 0.100 -0.131
O 0.257 0.105 -0.505
H -0.230 -0.044 -0.040
H 0.150 -0.062 0.292
O -0.086 -0.028 0.014
H 0.229 0.253 -0.256
H -0.123 0.126 0.457
O 0.377 0.270 -0.148
H -0.165 -0.026 0.249
H -0.273 -0.273 -0.289
O 0.062 0.019 0.369
H 0.043 0.212 -0.313
H -0.112 -0.280 -0.167
O -0.051 -0.631 -0.277
H 0.286 0.332 0.093
H -0.303 0.130 0.209

## Properties
**Relative energy (zero: lowest compared OMol25 entry of this formula, charge and spin)**: 143.0 kJ/mol
**Charge**: 0
**DFT total energy**: -965.16253 hartree
**SMILES**: CC(C)O.CC(C)O.CC(C)O.O.O.O.O.O
**Orbital gap**: 10.2964 eV
**Molar mass**: 270.363 g/mol

=====

[2]
Molecular formula: C9H36F2FeN19O13S2
Method: DFT, ωB97M-V with the def2-TZVPD basis set

Element x y z (Å)
Fe (27.550, 45.825, 23.727)
N (28.594, 45.842, 22.065)
S (29.650, 46.617, 21.206)
O (29.292, 47.057, 19.849)
O (30.988, 46.138, 21.505)
F (29.404, 47.918, 22.070)
S (28.657, 44.465, 20.961)
O (29.376, 43.322, 21.465)
O (28.492, 44.653, 19.524)
F (27.181, 44.072, 21.278)
C (23.198, 43.586, 25.736)
O (23.114, 44.499, 24.937)
N (24.392, 43.221, 26.031)
N (22.257, 42.705, 25.905)
H (25.028, 43.729, 25.433)
H (24.543, 42.511, 26.733)
H (22.385, 41.866, 26.452)
H (21.395, 42.836, 25.394)
C (26.247, 46.641, 26.639)
O (26.645, 46.248, 25.570)
N (24.953, 46.739, 26.759)
N (26.918, 46.956, 27.648)
H (24.340, 46.454, 26.008)
H (24.521, 46.996, 27.635)
H (26.265, 47.166, 28.388)
H (27.928, 46.915, 27.652)
C (30.855, 40.033, 22.434)
O (30.907, 38.968, 23.003)
N (30.358, 41.114, 23.000)
N (31.388, 40.365, 21.277)
H (29.819, 40.800, 23.795)
H (30.042, 41.925, 22.489)
H (32.017, 39.599, 21.082)
H (31.521, 41.309, 20.943)
C (24.251, 42.523, 21.119)
O (25.243, 41.920, 21.386)
N (23.872, 43.326, 22.069)
N (23.652, 42.627, 19.958)
H (24.382, 43.400, 22.938)
H (23.160, 44.016, 21.876)
H (23.960, 42.057, 19.183)
H (22.880, 43.265, 19.824)
C (28.035, 49.156, 25.061)
O (27.920, 48.140, 24.508)
N (28.539, 49.194, 26.280)
N (27.824, 50.229, 24.447)
H (28.670, 50.089, 26.730)
H (28.791, 48.280, 26.627)
H (27.907, 51.152, 24.847)
H (27.575, 50.121, 23.474)
C (27.575, 43.836, 29.285)
O (28.295, 44.004, 28.296)
N (26.666, 42.882, 29.373)
N (27.461, 44.507, 30.360)
H (26.555, 42.287, 28.565)
H (26.320, 42.734, 30.311)
H (28.058, 45.265, 30.659)
H (26.747, 44.088, 30.939)
C (30.280, 45.057, 25.231)
O (29.158, 45.028, 24.817)
N (30.716, 44.765, 26.468)
N (31.345, 45.383, 24.477)
H (29.984, 44.689, 27.160)
H (31.703, 44.876, 26.651)
H (31.230, 45.283, 23.478)
H (32.316, 45.277, 24.735)
C (24.908, 47.007, 22.634)
O (25.767, 46.228, 22.811)
N (25.136, 48.116, 22.054)
N (23.679, 46.773, 22.892)
H (26.071, 48.226, 21.690)
H (24.468, 48.735, 21.617)
H (23.444, 45.909, 23.358)
H (22.878, 47.349, 22.675)
C (27.255, 42.700, 24.325)
O (26.861, 43.861, 24.162)
N (27.746, 42.456, 25.523)
N (27.214, 41.755, 23.425)
H (27.800, 43.264, 26.128)
H (28.217, 41.627, 25.855)
H (27.665, 40.892, 23.696)
H (26.557, 41.834, 22.663)

Force components x, y, z for each atom (eV/Å):
Fe -0.757 0.217 1.632
N 0.705 -3.411 -4.258
S 1.681 4.830 -1.328
O 1.040 -0.933 3.092
O -1.062 0.462 -0.780
F 0.792 0.780 0.072
S -3.963 -3.145 -1.142
O 0.504 1.596 -0.233
O 1.658 0.174 2.415
F -0.739 -0.182 0.764
C -0.343 -0.243 -3.200
O -1.415 2.935 -1.099
N 3.478 -0.843 2.467
N -3.450 -1.682 1.298
H 1.245 -0.277 0.706
H 0.765 0.207 -0.523
H -0.134 0.231 -0.287
H 0.090 -0.018 0.401
C -1.913 -1.701 -4.670
O 1.639 -1.261 -1.815
N -4.204 0.662 1.132
N 2.585 1.395 4.707
H 0.226 -0.162 0.040
H -0.163 -0.040 -0.333
H 1.586 0.309 0.925
H -0.589 -0.218 0.578
C 0.272 1.046 0.627
O 0.038 -1.386 -0.055
N -2.216 1.548 3.000
N 1.708 -2.021 -2.563
H -0.065 0.763 0.143
H -0.066 -0.233 0.055
H 0.403 0.561 -1.251
H 0.088 -0.403 0.223
C 1.329 1.255 0.794
O 3.159 -3.815 -0.669
N -3.209 3.149 2.308
N -1.431 -0.343 -2.552
H 0.013 -0.048 -0.410
H 0.087 -0.062 0.459
H -0.075 0.180 0.238
H 0.236 -0.354 -0.084
C 1.927 -0.182 2.791
O -0.827 -6.785 -3.652
N 0.539 0.582 2.345
N -1.575 6.443 -3.020
H 0.321 -0.670 0.429
H 0.217 0.881 0.259
H -0.020 -0.221 -0.252
H 0.001 0.342 0.254
C 1.118 -1.074 -4.021
O 0.164 0.416 0.234
N -1.521 -2.616 -1.296
N 0.538 3.726 4.423
H -0.186 -0.321 0.654
H -0.494 -1.262 -1.001
H -0.162 -0.346 -0.006
H 0.652 1.554 0.868
C 4.490 0.066 0.546
O -2.625 0.008 -0.189
N -1.456 -0.117 1.001
N 0.560 0.336 -2.451
H 0.434 -0.285 0.610
H -0.578 -0.138 0.465
H -0.170 0.392 -0.196
H -0.413 -0.095 0.433
C -1.916 0.996 -0.944
O 4.600 -4.369 1.639
N 2.172 5.641 -3.005
N -5.318 -1.942 1.769
H -0.044 0.016 0.062
H -0.168 -0.369 0.390
H 0.098 -0.097 0.253
H 0.576 0.196 -0.050
C 0.259 0.811 0.026
O -1.547 1.090 -1.085
N 1.003 -0.698 2.671
N 0.368 -1.138 -0.085
H 0.283 -0.036 0.014
H -0.179 0.015 -0.405
H -0.507 -0.130 -0.593
H -0.150 -0.139 -0.712

## Properties
**Charge**: +1
**Spin multiplicity**: 5
**DFT total energy**: -4642.88065 hartree
**Orbital gap (spin up / spin down)**: 8.7782 / 8.3059 eV
**Molar mass**: 776.482 g/mol
**⟨S²⟩**: 6.01

=====

[3]
Molecular formula: C9H36N18O9
Method: DFT, ωB97M-V with the def2-TZVPD basis set

Element x y z (Å)
N (-5.315, -17.360, 7.263)
C (-6.705, -17.132, 7.380)
N (-7.400, -18.148, 7.939)
O (-7.235, -16.046, 7.074)
H (-5.056, -18.253, 6.855)
H (-4.967, -16.603, 6.696)
H (-8.425, -18.114, 7.940)
H (-6.994, -18.686, 8.719)
N (-2.278, -15.637, 7.593)
C (-2.866, -14.715, 6.554)
N (-2.303, -13.434, 6.636)
O (-3.774, -14.992, 5.797)
H (-2.164, -16.529, 7.133)
H (-1.362, -15.301, 7.884)
H (-1.450, -13.424, 7.189)
H (-2.390, -12.714, 5.923)
N (-4.078, -17.500, 10.439)
C (-4.427, -18.900, 10.313)
N (-4.033, -19.735, 11.318)
O (-5.115, -19.366, 9.398)
H (-4.410, -16.971, 9.608)
H (-3.388, -17.085, 11.042)
H (-3.240, -19.432, 11.778)
H (-4.313, -20.679, 11.224)
N (-7.490, -11.607, 12.627)
C (-7.777, -10.279, 12.617)
N (-7.132, -9.585, 11.633)
O (-8.620, -9.751, 13.347)
H (-6.639, -11.899, 12.155)
H (-7.595, -11.965, 13.570)
H (-7.560, -8.717, 11.390)
H (-6.781, -9.983, 10.791)
N (-8.732, -14.047, 5.829)
C (-9.624, -13.600, 6.756)
N (-9.739, -14.481, 7.793)
O (-10.313, -12.615, 6.632)
H (-8.092, -14.792, 6.148)
H (-8.385, -13.455, 5.062)
H (-10.611, -14.432, 8.270)
H (-9.215, -15.316, 7.853)
N (-3.152, -14.167, 10.220)
C (-2.176, -13.160, 10.185)
N (-2.787, -12.048, 10.602)
O (-0.958, -13.271, 9.885)
H (-4.088, -13.882, 10.212)
H (-2.891, -15.009, 9.749)
H (-2.241, -11.218, 10.596)
H (-3.778, -11.960, 10.477)
N (-9.669, -15.611, 11.399)
C (-10.097, -16.700, 10.646)
N (-11.379, -16.996, 11.144)
O (-9.418, -17.327, 9.799)
H (-8.927, -15.026, 11.040)
H (-10.430, -15.171, 11.950)
H (-11.555, -17.840, 10.632)
H (-12.036, -16.225, 10.980)
N (-7.692, -13.409, 9.914)
C (-6.372, -13.108, 9.512)
N (-5.827, -13.653, 8.383)
O (-5.675, -12.458, 10.307)
H (-8.009, -12.946, 10.798)
H (-8.413, -13.684, 9.241)
H (-4.818, -13.689, 8.371)
H (-6.310, -14.390, 7.900)
N (-10.522, -10.672, 11.299)
C (-10.648, -11.512, 10.254)
N (-11.149, -10.964, 9.123)
O (-10.386, -12.683, 10.443)
H (-10.625, -9.658, 11.220)
H (-10.148, -11.006, 12.156)
H (-10.998, -11.542, 8.302)
H (-10.992, -9.979, 8.904)

Force components x, y, z for each atom (eV/Å):
N -1.299 0.881 -0.490
C 0.164 -0.418 0.813
N -0.601 -0.664 0.231
O 0.723 -0.741 0.003
H -0.239 -0.012 0.525
H 0.527 0.282 -0.216
H 0.897 0.521 0.244
H 0.172 0.292 -1.007
N -0.954 1.546 -2.225
C 1.010 0.831 0.884
N 0.365 -1.398 0.616
O 0.548 -0.508 0.735
H -0.133 -0.300 0.154
H -0.151 -0.046 0.082
H -0.296 0.556 -0.159
H -0.337 -0.708 0.195
N -1.596 -2.016 -1.928
C -0.361 0.853 -0.342
N -1.008 1.469 -0.975
O 0.437 1.178 0.743
H 0.640 -0.572 0.973
H -0.053 -0.332 0.097
H 1.661 -0.065 1.520
H 0.181 -0.697 -0.029
N 0.322 -0.772 1.013
C -1.120 0.925 -0.487
N -0.003 1.084 -0.275
O 0.985 -0.533 -0.294
H -0.010 0.036 -0.030
H -0.072 -0.304 -0.290
H -0.300 0.580 0.427
H 0.426 -1.120 -0.093
N 1.456 0.022 -0.645
C 0.616 -1.381 -1.097
N -0.584 1.001 0.698
O -0.675 1.190 0.224
H -0.519 0.562 -0.586
H -0.627 -0.298 1.009
H -0.280 0.072 0.539
H 0.516 -0.986 -0.235
N 3.093 -0.746 -0.369
C 0.470 -1.144 -0.222
N 0.721 1.539 0.180
O -2.614 -0.250 0.415
H -1.333 0.316 0.251
H -0.165 -0.322 -0.339
H 0.286 0.547 -0.035
H -0.450 0.024 0.144
N -0.431 -0.323 -0.659
C 1.765 1.471 0.833
N 0.517 -0.896 -1.480
O -1.962 1.257 1.942
H -0.109 -0.018 0.052
H 1.324 -0.236 -0.672
H -1.436 -0.452 -0.068
H 0.238 -0.747 0.020
N 1.335 0.621 -0.383
C -1.470 -1.081 1.399
N -0.652 0.423 0.600
O 0.376 0.391 -0.127
H 0.371 -0.346 -1.509
H 0.235 0.219 0.240
H -0.138 0.233 -0.204
H -0.229 -0.292 -0.246
N -0.248 2.105 0.032
C -0.074 0.969 1.309
N 0.111 0.147 -1.566
O -0.005 -1.670 -0.721
H 0.011 -0.828 0.049
H 0.236 -0.245 0.429
H -0.097 -0.141 -0.144
H -0.102 -0.537 0.529

## Properties
**Relative energy (zero: lowest compared OMol25 entry of this formula, charge and spin)**: 78.3 kJ/mol
**Charge**: 0
**DFT total energy**: -2027.69246 hartree
**SMILES**: NC(N)=O.NC(N)=O.NC(N)=O.NC(N)=O.NC(N)=O.NC(N)=O.NC(N)=O.NC(N)=O.NC(N)=O
**Orbital gap**: 10.0767 eV
**Molar mass**: 540.504 g/mol